{"formula": "C25H76F3N14O14", "method": "ωB97M-V/def2-TZVPD", "s2": 0.751, "homo_energy_ev": [2.152, -4.315], "charge": -2, "homo_lumo_gap_ev": [1.33, 7.75], "spin_multiplicity": 2, "species": ["C", "O", "O", "C", "F", "F", "F", "C", "C", "H", "H", "H", "H", "H", "H", "C", "O", "N", "N", "H", "H", "H", "H", "C", "O", "N", "N", "H", "H", "H", "H", "C", "O", "N", "N", "H", "H", "H", "H", "C", "O", "N", "N", "H", "H", "H", "H", "C", "O", "N", "N", "H", "H", "H", "H", "C", "C", "C", "O", "C", "N", "H", "H", "H", "H", "H", "H", "H", "H", "H", "H", "H", "C", "C", "C", "O", "C", "N", "H", "H", "H", "H", "H", "H", "H", "H", "H", "H", "H", "C", "C", "C", "O", "C", "N", "H", "H", "H", "H", "H", "H", "H", "H", "H", "H", "H", "C", "C", "C", "O", "C", "N", "H", "H", "H", "H", "H", "H", "H", "H", "H", "H", "H", "O", "H", "H", "O", "H", "H", "O", "H", "H"], "positions_angstrom": [[1.3096, 1.4258, 1.6765], [0.4179, 0.3025, 1.5669], [1.8948, 1.1879, 2.9280], [2.1844, 1.4021, 0.4419], [3.2948, 2.2483, 0.5888], [2.6573, 0.2204, -0.0331], [1.4702, 1.9295, -0.6387], [-0.5595, 0.2756, 0.4708], [-1.6517, -0.7711, 0.8111], [-2.3797, -0.8506, 0.0037], [-1.1706, -1.7244, 1.0296], [-2.1095, -0.4750, 1.7549], [-0.2338, 0.0995, -0.5544], [-1.0543, 1.2442, 0.3989], [0.7395, 2.3519, 1.7505], [2.5697, 2.2331, 6.4466], [2.8567, 2.5932, 7.6093], [2.1183, 1.0654, 6.0751], [2.6358, 3.0044, 5.4174], [1.9552, 0.9591, 5.0841], [1.4167, 0.6404, 6.6645], [2.6144, 2.4985, 4.5435], [2.8614, 3.9711, 5.6034], [-0.1690, -4.8126, 2.3710], [-0.0757, -4.1934, 3.4285], [-0.7136, -4.2218, 1.3144], [0.3647, -6.0354, 2.1761], [-0.5666, -4.7485, 0.4653], [-1.3665, -3.4576, 1.4133], [1.0305, -6.3929, 2.8462], [0.1685, -6.4710, 1.2862], [4.2971, 5.4686, 2.6397], [3.1825, 5.8460, 2.9371], [5.3818, 6.0846, 2.8394], [4.5827, 4.2553, 2.3726], [5.3690, 7.0170, 3.2275], [6.3056, 5.7916, 2.5552], [3.9402, 3.4811, 2.4624], [5.5721, 4.0583, 2.4217], [-4.8337, 0.2566, 3.3562], [-5.4837, -0.6531, 3.8311], [-5.3730, 0.8993, 2.3121], [-3.6089, 0.5260, 3.4624], [-4.8771, 1.5575, 1.7283], [-6.3186, 0.6138, 2.1012], [-3.1216, -0.0006, 4.1732], [-3.2465, 1.2693, 2.8825], [2.7442, -3.5420, -0.0473], [3.0243, -3.6925, -1.2599], [1.9241, -2.6337, 0.3880], [3.2806, -4.1803, 0.9344], [1.8123, -2.4315, 1.3712], [1.7133, -1.9604, -0.3348], [2.8647, -4.0762, 1.8489], [4.1084, -4.7374, 0.7779], [-3.1903, 1.4254, -2.8147], [-3.6182, 0.0322, -3.4141], [-4.6559, 0.2182, -4.5588], [-5.3801, -0.9315, -4.9457], [-6.0933, -0.6321, -6.0711], [-2.4310, -0.6580, -3.9455], [-2.7266, 1.8882, -3.6859], [-2.3897, 1.3169, -2.0830], [-3.9264, 2.1131, -2.3983], [-4.1282, -0.5699, -2.6622], [-4.2101, 0.8051, -5.3620], [-5.4073, 0.8990, -4.1589], [-6.6572, -1.5264, -6.3363], [-5.4445, -0.3046, -6.8835], [-6.8576, 0.1064, -5.8291], [-1.7091, -0.6437, -3.2393], [-2.5233, -1.6386, -4.1689], [4.5479, 6.6431, -1.6874], [3.8753, 5.5257, -2.5618], [4.1053, 4.1846, -1.8843], [5.5522, 4.0213, -1.8042], [5.9299, 2.8310, -1.0036], [2.4412, 5.8708, -2.7480], [4.4157, 7.5863, -2.2174], [5.5970, 6.4162, -1.4974], [3.9916, 6.8841, -0.7816], [4.3129, 5.4063, -3.5529], [3.7187, 3.3741, -2.5021], [3.7385, 4.1892, -0.8579], [5.6798, 2.7343, 0.0529], [7.0033, 2.6571, -1.0800], [5.4173, 1.9200, -1.3124], [2.1469, 5.9172, -1.7829], [2.4664, 6.7769, -3.1934], [2.0730, -0.1185, -4.5092], [2.1318, -1.3268, -3.5461], [0.9145, -2.2551, -3.4114], [-0.0877, -1.7837, -2.4991], [-0.9563, -2.7154, -1.9157], [3.2674, -2.1256, -3.8555], [1.3484, -0.3304, -5.2955], [3.0303, 0.1311, -4.9668], [1.7386, 0.8232, -4.0738], [2.2659, -0.8360, -2.5821], [1.2516, -3.2416, -3.0932], [0.5244, -2.6197, -4.3617], [-1.7561, -2.0751, -1.5435], [-0.4946, -3.3380, -1.1493], [-1.3323, -3.2536, -2.7858], [3.4761, -2.9211, -3.2692], [2.8743, -2.6833, -4.6002], [-5.3927, -2.4770, -0.6291], [-5.3352, -4.0083, -0.3809], [-5.3220, -4.4467, 1.0730], [-3.9743, -4.3048, 1.5807], [-3.9614, -3.3091, 2.6444], [-6.4969, -4.5050, -1.0042], [-4.3833, -2.0715, -0.5609], [-5.9349, -1.9845, 0.1781], [-5.8790, -2.1696, -1.5549], [-4.3921, -4.3721, -0.7887], [-5.6162, -5.4960, 1.0959], [-6.1729, -4.0251, 1.6081], [-4.5871, -2.4198, 2.5682], [-2.9279, -2.9661, 2.6918], [-4.2960, -3.7483, 3.5842], [-6.4861, -4.3589, -2.0035], [-7.2067, -3.8589, -0.6900], [-0.6606, 0.8463, 4.3839], [0.1897, 0.5265, 4.0821], [-0.7765, 1.6823, 3.9325], [1.6209, -1.8824, 2.9730], [0.9211, -2.3733, 3.4039], [1.2861, -0.9875, 2.9157], [5.4083, 0.9243, 1.9723], [6.1391, 1.4846, 1.7112], [4.6268, 1.4168, 1.7212]], "atomic_forces_ev_per_a": [[-0.1, -2.0, 4.2], [-1.2, -0.2, -2.3], [0.4, 0.8, -2.2], [0.7, 0.9, -2.2], [-1.1, -0.9, -0.2], [-0.3, 1.0, 1.1], [0.9, -0.3, 1.2], [-1.1, -0.1, 0.8], [1.2, 0.7, 0.7], [0.0, 0.0, 0.2], [0.1, 0.0, -0.4], [-0.3, 0.0, -0.2], [1.0, -0.3, 0.2], [0.0, 0.3, 0.3], [-0.1, 0.4, -0.9], [0.6, 1.2, 4.0], [-0.5, -0.4, -0.6], [-1.2, -4.3, 0.2], [1.0, 3.1, -2.3], [-0.3, -0.2, 0.0], [0.4, -0.2, 0.0], [-0.2, 1.1, -0.9], [0.3, -0.3, -0.8], [0.5, 1.9, 1.7], [0.1, -0.5, 0.8], [-0.3, -1.0, -1.6], [0.0, -0.8, -0.4], [-0.7, 0.8, -0.3], [0.2, -0.4, -0.2], [-0.3, 0.0, -0.3], [0.5, -0.3, 0.5], [-4.6, -0.7, 1.9], [-1.3, 1.3, -0.3], [6.2, 6.4, 1.2], [1.2, -6.2, -2.2], [-0.3, -0.1, -0.3], [-0.5, -0.1, 0.0], [-0.2, 0.3, -0.1], [-0.6, -0.8, -0.1], [-4.1, -1.2, -3.3], [-0.5, -1.3, 2.3], [-2.1, 1.3, -1.2], [5.1, 0.5, 2.4], [-0.2, 0.1, -0.1], [0.2, 0.4, -0.3], [0.8, 0.6, -0.2], [0.7, -0.2, 0.5], [0.2, 1.2, -3.6], [0.1, -0.4, 0.7], [-2.2, 1.9, -1.4], [2.4, -3.5, 2.9], [-0.1, 0.7, 0.3], [-0.5, 0.2, 0.4], [0.6, 0.0, 0.0], [-0.5, 0.0, 0.2], [0.5, -1.0, -1.4], [-0.9, -0.3, -0.5], [0.0, 1.3, 2.0], [1.9, -0.4, 0.8], [-1.3, -0.5, -0.5], [0.4, 0.8, 0.3], [0.2, 0.5, 0.0], [-0.1, -0.2, 0.1], [-0.4, -0.5, -0.1], [-0.1, 0.0, 0.3], [0.3, -0.6, -0.6], [-0.2, 0.4, 0.2], [0.2, -0.1, -0.3], [-0.1, 0.1, -0.3], [-0.1, 0.6, -0.3], [0.4, 0.2, 0.0], [-0.7, 0.0, 0.0], [-0.3, -0.1, -1.3], [0.1, 0.6, 0.9], [1.0, 0.0, 0.0], [0.0, -1.6, 1.5], [-0.4, 0.0, -0.9], [1.3, -1.3, 0.1], [0.5, 0.2, -0.4], [-0.1, 0.2, 0.1], [0.0, -0.8, 0.4], [0.3, 0.5, 0.0], [-0.4, -0.1, 0.3], [-0.5, -0.2, -0.1], [-0.2, 1.5, 0.3], [0.0, 0.3, -0.3], [0.0, 0.0, -0.9], [-0.9, 0.6, 0.0], [-0.5, 0.3, 0.3], [-0.9, -0.2, -0.6], [-0.6, 1.4, 1.7], [-0.5, -0.8, 0.7], [1.6, 1.2, -0.4], [-0.2, 0.6, -1.4], [1.0, -1.2, -1.8], [0.1, 0.0, -0.4], [0.1, -0.5, 0.1], [-0.2, -0.2, 0.5], [0.1, -0.4, 0.4], [0.6, 0.2, 1.0], [-0.8, 1.0, -0.8], [-0.1, -0.6, 0.4], [0.1, 0.0, -0.1], [-0.5, -0.9, 0.4], [-0.2, 0.5, 1.5], [0.5, -0.1, -1.3], [1.2, 0.2, 1.4], [0.9, 1.9, -0.1], [0.6, -0.9, -0.8], [-2.1, 1.5, 0.9], [0.7, -0.4, 0.0], [-1.8, -1.7, -0.6], [0.0, 0.4, -0.2], [-0.2, 0.0, 0.1], [0.3, -0.3, -0.2], [-0.2, -0.4, -0.4], [0.5, -0.4, -0.2], [0.5, 0.9, 0.6], [-0.2, -0.1, -0.9], [0.0, -0.1, 0.5], [0.3, -0.3, 0.2], [0.3, 0.0, -0.2], [-0.7, -0.2, 0.0], [-0.8, -0.3, 0.7], [0.5, 0.2, -0.6], [0.2, 0.2, -0.2], [0.3, -0.6, 0.5], [-0.4, -0.6, 0.2], [0.2, 1.0, -0.4], [0.4, -0.2, 0.2], [0.2, 0.0, -0.1], [-0.5, -0.1, 0.0]], "lowdin_charge": [-0.418, -0.142, -0.232, -0.426, 0.041, 0.137, 0.073, -0.221, -0.054, 0.053, 0.041, 0.051, 0.093, 0.086, 0.147, -0.773, -0.042, 0.163, 0.175, 0.056, 0.116, 0.073, 0.118, -0.708, 0.002, 0.187, 0.158, 0.094, 0.069, 0.109, 0.096, -0.836, 0.037, 0.156, 0.184, 0.122, 0.114, 0.101, 0.107, -0.863, -0.018, 0.105, 0.173, 0.001, 0.063, 0.117, 0.070, -0.745, -0.031, 0.195, 0.174, 0.046, 0.099, 0.107, 0.115, -0.105, -0.397, -0.255, -0.181, -0.202, 0.053, 0.064, 0.052, 0.028, 0.104, 0.116, 0.101, 0.081, 0.085, 0.079, 0.031, 0.061, -0.062, -0.416, -0.189, -0.202, -0.080, 0.035, 0.058, 0.065, 0.072, 0.131, 0.127, 0.113, 0.030, 0.080, 0.085, 0.063, 0.056, -0.050, -0.433, -0.184, -0.233, -0.107, 0.030, 0.065, 0.064, 0.066, 0.122, 0.101, 0.118, 0.065, 0.066, 0.086, 0.042, 0.062, -0.080, -0.466, -0.212, -0.188, -0.077, 0.009, 0.048, 0.061, 0.062, 0.134, 0.108, 0.123, 0.061, 0.065, 0.087, 0.066, 0.062, -0.071, -0.020, 0.028, -0.046, 0.020, 0.006, -0.040, 0.008, -0.021]}